{"formula": "C3H10NO2", "method": "wB97M-V/def2-TZVPD", "molar_mass_g_mol": 92.12, "total_charge": -1, "elements": ["C", "O", "C", "C", "N", "H", "H", "H", "H", "H", "H", "H", "H", "H", "H", "O"], "positions_angstrom": [[1.03, 0.21, -0.17], [0.98, -0.07, 1.16], [-0.32, 0.04, -0.93], [-0.48, -1.29, -1.65], [-1.45, 0.39, -0.05], [1.78, -0.39, -0.74], [1.26, 1.29, -0.33], [-0.27, 0.83, -1.70], [-0.53, -2.12, -0.93], [-1.33, -1.26, -2.33], [0.47, -1.50, -2.16], [-2.04, -0.42, 0.07], [-1.04, 0.57, 0.85], [0.44, 0.83, 2.29], [1.20, 1.55, 3.42], [0.30, 1.34, 3.18]]}

=====

{"formula": "C6H10O", "method": "wB97M-V/def2-TZVPD", "molar_mass_g_mol": 98.14, "smiles": "C[C@H]1C[C@H]1CC=O", "total_charge": 0, "elements": ["C", "C", "C", "C", "C", "C", "O", "H", "H", "H", "H", "H", "H", "H", "H", "H", "H"], "positions_angstrom": [[0.71, -0.72, -1.77], [-0.64, -0.58, -1.08], [-0.88, -1.25, 0.25], [-0.82, 0.25, 0.18], [0.39, 1.01, 0.66], [0.41, 1.39, 2.11], [-0.48, 1.20, 2.90], [0.61, -1.21, -2.75], [1.38, -1.35, -1.19], [1.20, 0.23, -1.95], [-1.40, -0.55, -1.86], [-1.84, -1.69, 0.52], [-0.02, -1.78, 0.65], [-1.77, 0.75, 0.35], [0.50, 1.95, 0.09], [1.31, 0.44, 0.46], [1.35, 1.90, 2.42]]}

=====

Computed energy above the lowest of the compared OMol25 structures with the same formula, charge and spin, in the same sequence as the records: 6.40 19.37 kcal/mol.
Computed LUMO, in the same sequence as the records: 4.2 1.0 eV.
Computed highest occupied orbital energy, in the same sequence as the records: -3.315 -9.674 eV.